1.
ORCA calculation (ωB97M-V/def2-TZVPD) on one molecule with the formula C24H30N4O5.

Output
lowest unoccupied orbital energy = 0.665 eV
total charge = 0
structure (SMILES) = COc1cc(C(=O)Nc2cc3c(cc2N2CCCCC2)n(C)c(=O)n3C)cc(OC)c1OC
relative energy (zero: lowest compared OMol25 entry of this formula, charge and spin) = 232.1 kJ/mol
2S+1 = 1
max |F| = 0.73 eV Å⁻¹

Last column: Mulliken charge in e.
Geometry (Å):
1 O -0.821 -6.015 -1.179  -0.470
2 O -2.407 -4.087 -0.988  -0.459
3 O 2.045 -5.615 -1.188  -0.475
4 O 2.537 -0.651 -0.910  -0.738
5 O 3.885 6.153 1.530  -0.697
6 N 3.456 4.002 0.780  -0.106
7 N -1.541 1.637 0.527  0.879
8 N 0.535 0.134 -0.169  -0.016
9 N 1.758 5.239 1.482  -0.090
10 C -3.386 0.949 -0.921  0.332
11 C 1.622 -3.245 -0.926  -0.337
12 C -3.384 -3.083 -0.895  -0.855
13 C -2.445 1.921 1.626  -0.943
14 C 4.796 3.607 0.449  -1.092
15 C 3.126 5.239 1.292  0.526
16 C 2.138 1.945 0.202  -0.405
17 C 0.739 -2.182 -0.796  -0.906
18 C -4.362 1.128 0.238  -0.894
19 C -1.091 -3.728 -0.954  0.184
20 C 0.840 1.444 0.198  -0.354
21 C 1.183 -4.555 -1.060  1.197
22 C -0.096 -7.221 -1.250  -0.824
23 C -0.195 -4.814 -1.066  0.939
24 C 2.319 3.238 0.650  0.224
25 C 1.031 6.362 2.001  -1.090
26 C -2.187 1.879 -0.757  -0.904
27 C -0.632 -2.430 -0.820  -0.446
28 C 1.241 4.022 1.093  -0.384
29 C 1.362 -0.837 -0.642  0.331
30 C -0.050 3.534 1.071  -0.266
31 C -3.620 0.948 1.560  -0.794
32 C -0.250 2.237 0.613  -0.249
33 C 3.429 -5.355 -1.204  -0.941
34 H -3.039 -0.085 -0.940  -0.575
35 H -0.431 -0.088 0.044  0.100
36 H -3.879 1.156 -1.872  0.448
37 H -0.879 4.142 1.396  0.484
38 H 0.524 -7.375 -0.364  0.293
39 H 0.532 -7.266 -2.142  0.275
40 H 0.300 6.720 1.272  0.324
41 H -5.178 0.408 0.158  0.388
42 H 2.957 1.330 -0.128  0.772
43 H -2.839 2.950 1.589  0.382
44 H -1.457 1.700 -1.551  0.399
45 H -1.339 -1.619 -0.764  0.358
46 H -2.525 2.927 -0.837  0.392
47 H 5.447 4.454 0.664  0.383
48 H -3.243 -0.074 1.634  0.206
49 H -4.292 1.125 2.401  0.415
50 H -1.895 1.794 2.561  0.500
51 H 0.515 6.093 2.925  0.325
52 H -4.792 2.132 0.199  0.366
53 H -3.316 -2.535 0.051  0.334
54 H 3.766 -4.907 -0.265  0.354
55 H -4.340 -3.602 -0.936  0.273
56 H 2.672 -3.007 -0.919  0.622
57 H 5.102 2.747 1.048  0.326
58 H 1.756 7.149 2.204  0.383
59 H -3.323 -2.380 -1.733  0.379
60 H 4.868 3.348 -0.609  0.333
61 H 3.708 -4.706 -2.039  0.359
62 H 3.901 -6.329 -1.330  0.248
63 H -0.856 -8.001 -1.301  0.282

***

2.
ORCA calculation (ωB97M-V/def2-TZVPD) on a 7-piece molecular cluster, C27H44F9N8O9S3 overall in a non-equilibrium geometry.

Output
lowest unoccupied orbital energy = -3.553 eV
total charge = +1
relative energy (zero: lowest compared OMol25 entry of this formula, charge and spin) = 20.3 kJ/mol
2S+1 = 1
max |F| = 5.30 eV Å⁻¹

Last column: Mulliken charge in e.
Geometry (Å):
1 S 1.373 3.686 -1.145  0.916
2 S 1.214 -4.950 -6.024  1.116
3 S 1.371 1.501 5.411  1.219
4 F 1.804 4.186 5.732  -0.198
5 F -0.097 3.639 4.692  -0.194
6 F 3.764 3.229 -1.795  -0.175
7 F 0.056 3.428 6.880  -0.217
8 F 2.014 -2.865 -7.631  -0.217
9 F 2.279 2.640 -3.397  -0.210
10 F 0.809 -2.395 -5.960  -0.243
11 F 2.919 -2.858 -5.527  -0.230
12 F 2.428 1.383 -1.466  -0.181
13 O -0.164 -4.837 -6.468  -0.660
14 O 1.329 -5.355 -4.616  -0.645
15 O 0.254 0.567 5.347  -0.697
16 O 0.036 3.177 -1.466  -0.504
17 O 1.628 3.655 0.315  -0.610
18 O 2.169 1.192 6.588  -0.679
19 O 1.617 5.022 -1.771  -0.698
20 O 2.152 1.486 4.177  -0.577
21 O 2.052 -5.739 -6.842  -0.636
22 N 3.031 -2.542 4.724  0.307
23 N -3.430 2.029 -3.999  0.474
24 N -2.841 0.568 2.375  0.429
25 N -2.410 4.006 -4.309  0.225
26 N 4.894 -1.765 3.849  0.231
27 N -3.365 2.099 0.765  0.272
28 N 0.289 -1.829 -0.789  0.383
29 N 1.549 -0.644 0.624  0.720
30 C -0.419 -2.664 -2.962  -1.065
31 C -3.538 3.955 -5.070  -0.540
32 C 3.445 -3.377 3.740  -0.356
33 C 0.521 -3.060 4.564  -0.715
34 C -3.254 -0.317 -4.998  -1.205
35 C 5.956 -0.889 3.588  -0.788
36 C 0.754 3.295 5.674  0.370
37 C -1.404 5.109 -4.202  -0.611
38 C 1.759 -2.637 5.448  -0.388
39 C 2.628 -0.408 1.549  -0.861
40 C 1.872 -3.174 -6.328  0.561
41 C -2.354 2.842 -3.607  -0.717
42 C -3.573 0.600 -3.779  -0.109
43 C -0.457 -0.721 -0.428  -1.074
44 C -4.181 2.762 -4.853  -0.327
45 C 1.468 -1.845 -0.132  -0.330
46 C -3.906 2.705 -0.489  -0.747
47 C 2.632 2.605 -2.053  0.541
48 C 0.432 0.097 0.271  -0.818
49 C -2.723 -0.627 3.149  0.045
50 C -0.175 -2.963 -1.462  -0.390
51 C -2.504 2.744 1.705  -0.434
52 C 4.576 -2.900 3.177  -0.634
53 C 3.930 -1.518 4.782  -0.473
54 C -3.477 0.758 1.153  -0.418
55 C -2.201 1.786 2.659  -0.685
56 C -2.822 -1.823 2.238  -1.329
57 H -3.745 4.772 -5.746  0.477
58 H 2.262 -0.554 2.565  0.297
59 H 0.418 -2.129 -3.411  0.404
60 H -2.233 3.776 1.536  0.520
61 H 3.244 -1.307 1.539  0.176
62 H 0.863 -2.649 3.614  0.008
63 H -1.105 -3.224 -0.956  0.272
64 H -0.556 4.772 -3.605  0.107
65 H -0.515 -2.823 4.805  0.388
66 H -2.007 5.938 -3.830  0.356
67 H 2.190 -2.641 -0.241  0.478
68 H -5.052 2.305 -5.299  0.482
69 H 0.237 1.049 0.743  0.722
70 H -2.269 -0.039 -5.371  0.392
71 H -1.812 -0.656 3.747  0.057
72 H 2.832 -4.255 3.597  0.525
73 H -3.858 -2.069 2.002  0.463
74 H -3.445 -0.545 3.961  0.346
75 H -3.767 1.947 -1.260  0.076
76 H -3.903 -0.223 -5.869  0.369
77 H -1.583 1.956 3.528  0.579
78 H 5.228 -3.274 2.402  0.490
79 H -2.958 0.258 -2.946  -0.261
80 H -2.553 -2.638 2.909  0.474
81 H 5.480 0.002 3.178  0.341
82 H 0.552 -4.138 4.408  0.351
83 H -1.429 2.516 -3.155  0.734
84 H -4.177 0.068 0.706  0.446
85 H -1.509 -0.551 -0.599  0.815
86 H 1.917 -3.110 6.417  0.425
87 H -3.377 3.599 -0.820  0.340
88 H -2.099 -1.953 1.433  0.156
89 H -4.925 3.065 -0.349  0.359
90 H 6.607 -0.769 4.454  0.348
91 H 3.861 -0.754 5.542  0.490
92 H 6.508 -1.461 2.842  0.299
93 H -0.914 5.286 -5.159  0.330
94 H -4.515 0.449 -3.251  0.441
95 H -3.076 -1.365 -4.757  0.384
96 H 0.612 -3.712 -1.370  0.396
97 H 3.188 0.489 1.282  0.288
98 H -0.379 -3.594 -3.528  0.380
99 H 1.440 -1.673 5.843  0.134
100 H -1.386 -2.192 -3.138  0.118

***

3.
ORCA calculation (ωB97M-V/def2-TZVPD) on one molecule with the formula C4H7NO in a non-equilibrium geometry.

Output
lowest unoccupied orbital energy = 0.795 eV
total charge = 0
structure (SMILES) = N#CCCCO
relative energy (zero: lowest compared OMol25 entry of this formula, charge and spin) = 97.0 kJ/mol
2S+1 = 1
max |F| = 1.11 eV Å⁻¹

Last column: Mulliken charge in e.
Geometry (Å):
1 O -1.711 -0.564 -0.248  -0.503
2 N 1.763 -1.822 1.240  -0.445
3 C 0.167 0.860 -0.367  -0.622
4 C 0.559 0.505 1.077  -0.366
5 C -0.582 -0.270 -1.050  -0.488
6 C 1.247 -0.788 1.177  0.250
7 H -0.479 1.744 -0.326  0.306
8 H 1.055 1.122 -0.953  0.319
9 H -2.082 -1.405 -0.537  0.298
10 H -0.344 0.441 1.690  0.246
11 H 0.079 -1.145 -1.144  0.377
12 H 1.205 1.280 1.503  0.320
13 H -0.877 0.042 -2.063  0.307

***

4.
ORCA calculation (ωB97M-V/def2-TZVPD) on a 2-piece molecular cluster, C9H20O2Si overall in a non-equilibrium geometry.

Output
lowest unoccupied orbital energy = -1.383 eV
total charge = 0
relative energy (zero: lowest compared OMol25 entry of this formula, charge and spin) = 503.9 kJ/mol
2S+1 = 1
max |F| = 5.30 eV Å⁻¹

Last column: Mulliken charge in e.
Geometry (Å):
1 Si -0.750 1.752 -0.625  0.571
2 O 0.390 1.024 0.180  -0.520
3 O 0.914 -1.662 -2.416  -0.500
4 C 0.301 -1.265 -1.463  -0.298
5 C 0.022 2.306 -2.309  -1.281
6 C 0.938 -1.302 2.410  -1.894
7 C 0.914 -1.147 -0.052  0.899
8 C -0.902 3.452 0.158  -1.308
9 C 2.427 -1.199 -0.039  -1.625
10 C -0.223 -3.072 0.937  -1.496
11 C -2.551 1.027 -0.463  -1.417
12 C 0.087 -1.579 1.090  1.063
13 H 0.679 -3.611 1.198  0.344
14 H 1.307 -0.305 2.406  0.419
15 H -3.437 1.662 -0.361  0.404
16 H 2.743 -1.955 -0.830  0.353
17 H -0.462 4.138 -0.586  0.286
18 H 2.760 -1.387 0.873  0.494
19 H -2.583 0.504 0.465  0.400
20 H -0.724 -3.175 0.021  0.487
21 H -0.736 -0.949 -1.494  0.510
22 H -0.085 1.463 -2.906  0.394
23 H 0.289 -1.604 3.164  0.531
24 H 1.782 -1.911 2.569  0.452
25 H -0.469 3.202 -2.529  0.452
26 H 2.919 -0.317 -0.466  0.346
27 H -2.719 0.298 -1.148  0.490
28 H -0.277 3.446 1.113  0.241
29 H 1.069 2.575 -2.021  0.248
30 H -0.988 -3.340 1.694  0.400
31 H -0.824 -0.999 1.134  0.092
32 H -1.811 3.929 0.294  0.464

***

Q: Look up the max |F| of the second one.
A: 5.30 eV Å⁻¹